{"formula": "C26H25F32N2O11P", "method": "ωB97M-V with the def2-TZVPD basis set", "symbols": ["C", "O", "C", "C", "O", "C", "N", "O", "C", "O", "O", "C", "P", "N", "O", "O", "H", "H", "H", "H", "H", "H", "H", "H", "H", "C", "C", "C", "F", "F", "F", "F", "O", "C", "C", "F", "F", "F", "F", "H", "H", "H", "H", "C", "C", "C", "F", "F", "F", "F", "O", "C", "C", "F", "F", "F", "F", "H", "H", "H", "H", "C", "C", "C", "F", "F", "F", "F", "O", "C", "C", "F", "F", "F", "F", "H", "H", "H", "H", "C", "C", "C", "F", "F", "F", "F", "O", "C", "C", "F", "F", "F", "F", "H", "H", "H", "H"], "coordinates": [[7.385389, 3.529499, 0.095265], [7.306016, 2.373541, -0.810295], [6.348545, 1.359549, -0.344615], [4.840821, 1.924307, -0.025624], [4.391100, 2.985160, -0.957299], [4.424419, 2.430149, -2.351218], [4.337508, 1.627398, -3.391612], [4.764574, 2.149126, 1.426168], [4.437109, 0.799967, 1.986617], [5.056922, 0.398913, 3.099773], [3.450651, 0.069301, 1.135073], [3.555337, 0.860646, -0.135579], [1.799487, 1.711906, -0.125069], [1.831525, 3.066462, 0.765357], [0.611208, 0.609791, 0.579536], [1.258798, 2.167661, -1.719042], [6.463199, 4.263267, 0.005380], [7.568958, 3.270339, 1.221134], [8.331983, 4.167557, -0.250669], [6.222838, 0.575489, -1.237315], [6.837837, 0.765958, 0.559102], [3.675757, 0.064845, -1.013757], [1.170296, 3.012864, 1.580745], [-0.213717, 0.761486, -0.002388], [1.585418, 3.073991, -1.984341], [-1.868241, 3.033689, -4.911299], [-2.129558, 2.287331, -3.594800], [-1.490893, 0.907015, -3.503585], [-1.958943, 0.062581, -4.450060], [-1.771875, 0.326991, -2.305496], [-3.470431, 2.227769, -3.373357], [-1.622822, 3.060975, -2.583253], [-2.912283, 2.967979, -5.884813], [-2.885560, 1.821252, -6.733364], [-4.131469, 0.941239, -6.578607], [-4.255320, 0.472934, -5.310155], [-4.065291, -0.149656, -7.388567], [-1.731756, 1.141866, -6.533615], [-2.819031, 2.305309, -8.003017], [-1.804174, 4.099324, -4.655951], [-0.886940, 2.798392, -5.341295], [-0.402231, 0.965290, -3.594544], [-5.040086, 1.498394, -6.823515], [2.605390, -1.429890, -3.884181], [2.344072, -2.176248, -2.567681], [2.982737, -3.556564, -2.476466], [2.514688, -4.400997, -3.422941], [2.701755, -4.136587, -1.278377], [1.003200, -2.235810, -2.346238], [2.850808, -1.402603, -1.556135], [1.561348, -1.495599, -4.857694], [1.588070, -2.642326, -5.706245], [0.342161, -3.522340, -5.551488], [0.218311, -3.990645, -4.283036], [0.408340, -4.613235, -6.361448], [2.741875, -3.321713, -5.506496], [1.654599, -2.158270, -6.975898], [2.669456, -0.364255, -3.628832], [3.586690, -1.665187, -4.314177], [4.071399, -3.498289, -2.567425], [-0.566456, -2.965185, -5.796396], [-3.841247, -0.199289, 3.234634], [-4.890374, -1.016993, 2.467039], [-4.381025, -1.674989, 1.190681], [-3.952812, -0.768952, 0.283111], [-5.375166, -2.378382, 0.584283], [-5.975109, -0.233799, 2.221111], [-5.331356, -2.003343, 3.310354], [-3.867797, 1.212801, 3.016997], [-3.136709, 1.669949, 1.880220], [-4.030560, 2.347470, 0.834916], [-4.976060, 1.495622, 0.361626], [-3.304781, 2.755553, -0.240806], [-2.412442, 0.645889, 1.370841], [-2.231708, 2.564674, 2.361048], [-4.079014, -0.312520, 4.300246], [-2.830262, -0.613489, 3.136856], [-3.564531, -2.372182, 1.400712], [-4.540605, 3.217711, 1.257436], [-1.216598, -2.961988, 6.435789], [-1.601670, -1.613466, 5.809916], [-0.640576, -0.470123, 6.110829], [-0.563760, -0.200288, 7.433418], [-1.059387, 0.678064, 5.513285], [-2.874171, -1.298987, 6.173742], [-1.640383, -1.793712, 4.451775], [-1.886380, -3.300557, 7.651862], [-1.295284, -2.778770, 8.841013], [-2.224112, -1.816499, 9.590665], [-2.550733, -0.743250, 8.825765], [-1.623693, -1.326050, 10.708440], [-0.095536, -2.227789, 8.541425], [-1.025440, -3.859620, 9.621849], [-1.537665, -3.735773, 5.726523], [-0.130589, -3.096740, 6.510880], [0.365244, -0.687336, 5.739347], [-3.151227, -2.314954, 9.887291]], "atomic_forces_ev_per_a": [[0.96, 1.76, 0.21], [-1.88, -0.04, 1.75], [0.41, -1.01, -1.22], [-1.51, -3.00, 0.85], [1.00, -1.57, -3.62], [-0.77, -5.85, -3.85], [0.84, 7.56, 9.27], [-0.47, -2.51, -0.93], [2.63, -1.12, 4.65], [-4.90, 2.54, -7.97], [4.18, 3.69, 1.03], [0.02, -2.17, -1.35], [-2.36, 3.62, 2.09], [-0.28, -2.81, -0.72], [1.10, 1.90, -3.73], [1.45, -1.05, 1.62], [1.65, -1.74, 0.16], [-0.52, 0.09, -2.11], [-2.09, -1.59, 0.61], [0.41, 1.83, 1.84], [-1.52, 1.41, -1.51], [-0.06, 2.31, 2.21], [0.86, 0.02, -1.17], [1.46, -0.47, 1.20], [-0.44, -1.25, 0.98], [0.25, 1.10, -0.24], [-0.95, 0.58, 0.02], [0.39, -0.82, 0.49], [0.10, 0.09, 0.47], [-0.02, 0.33, 0.11], [0.46, -0.24, -0.09], [0.30, -0.42, -0.34], [0.13, -1.92, -0.33], [1.29, 1.70, 0.27], [-0.77, -0.59, 0.29], [0.07, 0.40, -0.48], [0.33, 0.46, -0.01], [-0.64, -0.05, -0.66], [-0.46, -0.44, 0.41], [-0.25, -0.28, 0.08], [-0.29, -0.24, 0.17], [-0.03, 0.18, -0.03], [0.21, 0.14, -0.06], [0.20, 1.11, -0.28], [-1.24, 0.19, -0.56], [0.22, -1.04, 0.58], [0.16, 0.25, 0.54], [-0.02, 0.42, -0.05], [0.57, -0.16, -0.01], [0.11, -0.80, -0.23], [0.17, -1.83, -0.18], [1.25, 1.59, 0.11], [-0.83, -0.61, 0.20], [0.08, 0.40, -0.42], [0.34, 0.51, 0.02], [-0.64, -0.01, -0.63], [-0.46, -0.44, 0.49], [-0.21, -0.23, 0.04], [-0.28, -0.20, 0.18], [-0.02, 0.18, -0.06], [0.20, 0.16, -0.05], [0.26, 0.05, 1.05], [-0.57, 0.82, 0.47], [-0.17, -0.68, -0.83], [-0.25, -0.41, 0.16], [-0.03, 0.07, 0.35], [0.32, -0.29, -0.20], [0.44, -0.09, -0.37], [0.51, 0.05, -2.01], [0.39, -0.87, 2.04], [-0.66, 0.26, -0.72], [0.34, 0.34, 0.40], [0.20, -0.18, 0.52], [0.11, 0.85, -0.23], [-0.53, 0.00, -0.53], [-0.16, 0.09, -0.35], [-0.49, 0.18, -0.29], [0.01, 0.08, 0.17], [0.17, -0.09, 0.18], [-0.04, -1.13, -0.35], [-0.83, -0.44, 0.43], [0.42, 1.11, -0.11], [-0.08, 0.08, -0.56], [-0.18, -0.37, -0.17], [0.43, 0.12, -0.02], [0.58, 0.02, 0.24], [0.75, 1.45, 0.98], [0.69, -1.42, -1.39], [-0.58, 0.74, 0.41], [0.06, -0.57, 0.15], [0.14, -0.46, -0.37], [-0.43, -0.25, 0.78], [-0.42, 0.66, 0.01], [-0.16, 0.30, 0.16], [-0.25, 0.33, 0.07], [-0.07, -0.18, -0.03], [0.16, -0.18, -0.10]], "homo_lumo_gap_ev": 7.93, "total_charge": 0, "homo_energy_ev": -9.262, "largest_force_ev_per_a": 11.99}

{"formula": "C26H25FN5O5SV", "method": "ωB97M-V with the def2-TZVPD basis set", "symbols": ["V", "O", "C", "O", "C", "C", "N", "N", "C", "C", "O", "O", "H", "H", "H", "S", "C", "C", "C", "C", "C", "C", "C", "C", "C", "N", "H", "H", "H", "H", "H", "H", "F", "C", "C", "C", "C", "C", "C", "H", "H", "H", "H", "C", "N", "C", "C", "C", "N", "C", "C", "O", "H", "H", "H", "H", "H", "H", "H", "H", "H", "H", "H", "H"], "coordinates": [[0.309419, 1.604601, -1.512609], [2.042604, 3.686731, 4.205334], [1.184629, 2.654152, 3.770525], [0.285526, 2.260616, 4.531265], [1.502508, 1.984200, 2.498091], [2.771161, 1.749621, 1.949713], [2.659364, 1.321654, 0.661707], [1.340525, 1.439171, 0.251841], [0.617366, 1.701110, 1.382305], [-0.827781, 1.880821, 1.169061], [-1.570410, 1.918548, 2.144874], [-1.161594, 1.957817, -0.117762], [2.436724, 4.147923, 3.435247], [3.759767, 1.704737, 2.388470], [3.389458, 1.032044, 0.003708], [-2.731044, 3.744626, -3.525835], [-1.569363, 4.945522, -3.124239], [-0.382713, 4.483251, -2.674226], [-0.296630, 3.050624, -2.554578], [-1.580389, 2.544253, -3.033860], [-1.715122, 1.115455, -3.250300], [-2.590401, 0.471887, -4.091290], [-2.755170, -0.938813, -3.894262], [-2.021651, -1.672408, -2.939409], [-1.158329, -0.966159, -2.145107], [-0.844612, 0.310982, -2.528079], [-1.741830, 6.010046, -3.187183], [0.430327, 5.141096, -2.363288], [-3.202556, 1.031153, -4.773382], [-3.492863, -1.499883, -4.512883], [-2.216686, -2.749090, -2.737947], [-0.633544, -1.384069, -1.275157], [5.752901, 0.725579, -3.933703], [4.458605, 0.716076, -3.622043], [3.831102, -0.284774, -2.865283], [2.530665, -0.007625, -2.301481], [1.910869, 1.159598, -2.555612], [2.545460, 2.153816, -3.301725], [3.747794, 1.900522, -3.929233], [4.265366, -1.267169, -2.675524], [2.103288, -0.796873, -1.714667], [2.082390, 3.132261, -3.491351], [4.240673, 2.727923, -4.585556], [1.271384, -3.552093, 2.513651], [-0.109558, -3.418749, 2.950422], [-0.706159, -4.233454, 3.987985], [-2.103002, -3.777177, 4.409012], [-2.984214, -3.328702, 3.263465], [-2.184375, -2.449296, 2.411556], [-2.905015, -1.469412, 1.594856], [-0.837761, -2.564925, 2.192954], [-0.296126, -1.854753, 1.270716], [1.949578, -3.431518, 3.334256], [1.427724, -2.766121, 1.738066], [1.523947, -4.575752, 2.176048], [-0.041708, -4.263746, 4.838724], [-0.712575, -5.265779, 3.563289], [-1.959696, -2.920490, 5.117273], [-2.608651, -4.560391, 4.971666], [-3.844093, -2.711442, 3.586844], [-3.377123, -4.166596, 2.667917], [-2.395923, -1.331522, 0.603033], [-2.831935, -0.479228, 2.064191], [-3.980521, -1.720427, 1.569481]], "atomic_forces_ev_per_a": [[-1.38, -0.85, 2.38], [-0.87, -0.87, -1.36], [-1.97, -0.97, 3.62], [2.93, 1.49, -2.40], [0.20, 0.07, -2.45], [0.05, -1.01, -0.59], [-1.60, 1.21, 0.64], [1.24, -0.88, 3.06], [2.81, 0.80, -0.66], [-2.41, 0.07, -0.60], [0.65, 0.07, -1.17], [0.68, -0.56, 2.11], [-0.24, -0.49, 0.48], [-0.20, 0.30, 0.22], [-0.57, 0.25, 0.25], [1.02, -0.03, 0.40], [-0.04, 0.86, -0.19], [0.74, -0.92, 0.59], [-3.83, 1.96, -2.67], [2.75, -0.08, -0.06], [0.91, -1.28, 0.41], [-0.93, -2.36, 0.67], [-0.06, 0.36, -0.99], [-1.44, -0.40, 0.03], [1.32, 1.35, -1.40], [-1.70, 0.54, 1.65], [-0.53, -0.09, -0.19], [-0.30, -0.05, -0.15], [-0.28, -0.01, -0.17], [0.66, 0.64, 0.45], [0.04, 1.04, -0.25], [0.04, 0.15, -0.49], [0.61, -0.84, -0.48], [-1.97, 0.71, 0.85], [-0.33, 0.42, 0.14], [3.02, -1.44, -1.62], [-0.29, 1.52, 0.28], [0.33, 0.06, -1.32], [1.57, 1.24, -0.51], [0.31, 0.42, -0.05], [-0.37, -0.34, 0.29], [0.09, -0.57, 0.14], [-0.75, -1.73, 1.31], [0.13, -0.48, -0.15], [0.04, 0.83, -0.45], [-0.01, -1.29, -1.16], [0.20, 0.81, 0.99], [0.52, 0.67, -0.53], [0.02, 0.06, -0.54], [0.43, 0.74, -0.18], [-0.06, 1.83, -2.06], [-1.07, -1.30, 1.76], [0.37, 0.54, 0.72], [0.05, -0.96, 0.65], [-0.49, 0.34, -0.39], [0.18, 0.08, 0.38], [-0.29, 0.29, 0.51], [-0.25, -0.56, -0.61], [0.17, -0.13, 0.05], [0.40, -0.55, 0.19], [0.07, 0.00, 0.18], [-0.90, -0.50, 0.83], [-0.04, -0.09, -0.02], [0.62, -0.13, -0.39]], "homo_lumo_gap_ev": [7.34, 7.90], "spin_multiplicity": 3, "total_charge": 0, "homo_energy_ev": [-7.452, -8.239], "largest_force_ev_per_a": 5.06}

{"formula": "C26H25FeN2O7S2", "method": "ωB97M-V with the def2-TZVPD basis set", "symbols": ["Fe", "C", "C", "O", "C", "C", "C", "C", "C", "C", "O", "H", "H", "H", "H", "H", "H", "H", "C", "C", "N", "C", "C", "N", "C", "O", "O", "C", "O", "O", "H", "H", "H", "H", "H", "C", "C", "O", "S", "C", "C", "C", "C", "C", "C", "C", "C", "H", "H", "H", "H", "H", "H", "H", "C", "S", "C", "H", "H", "H", "H", "H", "H"], "coordinates": [[-0.315283, -0.357984, -2.067050], [1.285145, -3.677760, 0.350828], [1.212410, -2.704622, -0.807885], [0.168697, -2.060908, -0.924986], [2.330725, -2.588640, -1.725657], [3.376349, -3.536773, -1.661398], [4.425295, -3.534159, -2.540734], [4.454467, -2.540412, -3.542882], [3.475651, -1.591836, -3.630318], [2.377630, -1.548513, -2.711226], [1.550131, -0.580839, -2.791675], [0.420073, -3.510387, 0.986188], [2.203047, -3.542045, 0.924830], [1.264269, -4.708669, -0.011700], [3.340089, -4.305926, -0.898398], [5.206105, -4.280705, -2.475010], [5.268215, -2.531942, -4.260243], [3.488909, -0.828509, -4.399866], [-3.790288, -0.507975, 0.369698], [-3.585939, -1.275703, -0.891032], [-2.561927, -1.190901, -1.720142], [-2.825349, -2.066805, -2.743652], [-4.027428, -2.680728, -2.543553], [-4.488069, -2.167948, -1.359700], [-4.840217, -3.705599, -3.246316], [-4.372650, -4.164204, -4.377568], [-5.888104, -4.070159, -2.744729], [-1.846118, -2.191062, -3.857005], [-2.060334, -3.064041, -4.730175], [-0.877172, -1.395939, -3.820402], [-2.972614, 0.197132, 0.481543], [-3.805785, -1.167757, 1.240467], [-4.736503, 0.036402, 0.340289], [-5.367549, -2.442818, -0.952015], [-3.479240, -3.699202, -4.625195], [0.783077, 4.047944, 6.806213], [-0.177208, 4.933926, 6.058213], [0.108781, 6.006595, 5.624948], [-1.874526, 4.220778, 5.811876], [-1.541280, 3.464886, 4.229810], [-1.401488, 4.237857, 3.078888], [-1.140446, 3.627475, 1.861191], [-1.033890, 2.233342, 1.755161], [-1.193525, 1.472289, 2.918998], [-1.435700, 2.079572, 4.142319], [-0.775973, 1.593335, 0.496302], [-0.553467, 1.048311, -0.573087], [1.742651, 4.543801, 6.936811], [0.907970, 3.123030, 6.239567], [0.349931, 3.777682, 7.769819], [-1.488226, 5.315796, 3.145976], [-1.026057, 4.228665, 0.968177], [-1.106591, 0.395014, 2.849356], [-1.544244, 1.480001, 5.038289], [2.294562, 3.318037, -0.196030], [2.449576, 2.511486, -1.799319], [4.005523, 1.632525, -1.579002], [2.907180, 4.217535, -0.114107], [2.559492, 2.614912, 0.595969], [1.242160, 3.571318, -0.075546], [4.011059, 1.133228, -0.608258], [4.872941, 2.289556, -1.660430], [4.051077, 0.869040, -2.355437]], "atomic_forces_ev_per_a": [[0.14, -0.35, -0.03], [0.03, -0.07, -0.04], [0.18, -0.08, -0.14], [-0.13, 0.07, 0.20], [0.01, -0.06, 0.08], [-0.04, 0.01, 0.01], [0.01, 0.12, -0.08], [0.01, -0.08, 0.03], [-0.02, -0.01, 0.06], [0.05, 0.05, 0.02], [-0.03, 0.06, 0.06], [-0.01, 0.01, 0.01], [-0.04, -0.01, -0.01], [0.00, 0.05, 0.01], [-0.01, 0.03, -0.04], [-0.01, 0.02, -0.02], [-0.01, 0.00, 0.00], [0.01, -0.03, 0.03], [0.07, -0.06, -0.05], [0.03, 0.05, -0.08], [-0.27, -0.04, 0.08], [0.15, 0.23, 0.03], [-0.06, -0.20, 0.02], [-0.11, 0.04, 0.12], [0.00, 0.17, 0.22], [0.26, 0.24, -0.29], [0.07, -0.02, -0.09], [0.12, -0.13, -0.26], [-0.31, 0.11, -0.05], [-0.06, 0.01, -0.02], [0.07, 0.08, -0.01], [0.00, -0.02, -0.05], [0.04, 0.00, 0.00], [0.01, 0.00, 0.00], [0.03, -0.27, 0.30], [-0.15, -0.07, -0.03], [0.03, -0.19, -0.01], [-0.05, 0.17, -0.04], [0.15, 0.09, 0.00], [0.04, -0.04, 0.00], [0.04, -0.07, -0.05], [-0.05, 0.06, 0.10], [0.05, -0.06, -0.20], [0.02, 0.02, 0.11], [0.02, -0.03, -0.09], [0.01, 0.34, 0.26], [-0.21, -0.15, -0.04], [-0.03, 0.03, -0.03], [0.00, -0.01, 0.02], [0.01, -0.01, 0.00], [0.00, -0.04, 0.00], [-0.01, -0.01, 0.01], [-0.02, 0.02, 0.01], [0.00, 0.01, -0.02], [0.07, -0.04, 0.00], [-0.04, 0.04, -0.05], [-0.03, 0.02, 0.04], [-0.01, -0.04, 0.01], [-0.05, 0.03, -0.01], [0.03, 0.02, -0.01], [0.01, -0.03, -0.05], [-0.02, -0.02, 0.02], [0.01, 0.03, 0.02]], "homo_lumo_gap_ev": [7.35, 7.22], "spin_multiplicity": 5, "total_charge": -1, "homo_energy_ev": [-5.256, -5.128], "largest_force_ev_per_a": 0.45}